1.
Computed, not measured: a cluster of 2 separate species, C4H14N in total in a non-equilibrium geometry, with ωB97M-V with the def2-TZVPD basis set.

**Molar mass**: 76.163 g/mol
**Spin multiplicity**: 1
**Total charge**: +1
**ΔE to the lowest compared entry with this formula, charge and spin**: 14.5 kcal/mol
**Frontier orbital gap**: 11.17 eV

Atoms and positions in Å:
N (0.843, -1.899, -0.627)
C (0.692, -1.295, 1.749)
C (-1.178, 1.983, -0.110)
C (-0.072, -1.264, 0.449)
C (-0.374, 2.508, -1.327)
H (-2.080, 1.495, -0.484)
H (-0.566, 1.985, -2.261)
H (-0.967, -1.877, 0.438)
H (1.793, -1.533, -0.573)
H (-1.494, 2.865, 0.447)
H (1.050, -2.292, 1.997)
H (0.488, -1.623, -1.545)
H (1.507, -0.571, 1.773)
H (0.690, 2.528, -1.088)
H (-0.255, -0.263, 0.061)
H (0.028, -0.981, 2.557)
H (-0.663, 3.547, -1.456)
H (0.818, -2.916, -0.575)
H (-0.646, 1.363, 0.598)

=====

2.
Computed, not measured: a cluster of 2 separate species, C4H14N2 in total in a non-equilibrium geometry, with ωB97M-V with the def2-TZVPD basis set.

**Molar mass**: 90.170 g/mol
**Spin multiplicity**: 1
**Total charge**: 0
**ΔE to the lowest compared entry with this formula, charge and spin**: 9.2 kcal/mol
**Frontier orbital gap**: 10.09 eV

Atoms and positions in Å:
N (0.004, 0.779, 2.883)
N (0.593, -1.298, 1.804)
C (-0.088, 1.374, -2.151)
C (-0.552, 0.136, -2.946)
C (-1.188, -0.908, -1.985)
C (1.089, -0.007, 2.270)
H (0.920, -2.105, 2.315)
H (0.277, 1.131, 3.797)
H (1.863, -0.200, 3.013)
H (-1.175, -0.567, -0.952)
H (-2.230, -1.066, -2.246)
H (0.618, -1.381, 0.803)
H (-0.876, 1.658, -1.461)
H (1.490, 0.536, 1.418)
H (0.145, 2.216, -2.793)
H (-0.757, 0.129, 3.076)
H (0.808, 1.125, -1.578)
H (-1.278, 0.409, -3.699)
H (0.356, -0.335, -3.316)
H (-0.734, -1.902, -1.992)

=====

3.
Computed, not measured: a cluster of 2 separate species, C4H14N2 in total in a non-equilibrium geometry, with ωB97M-V with the def2-TZVPD basis set.

**Molar mass**: 90.170 g/mol
**Spin multiplicity**: 1
**Total charge**: 0
**ΔE to the lowest compared entry with this formula, charge and spin**: 13.4 kcal/mol
**Frontier orbital gap**: 10.17 eV

Atoms and positions in Å:
N (0.618, -3.986, -0.029)
N (-0.911, 3.514, 0.312)
C (-0.830, 5.081, 2.147)
C (-0.325, 3.726, 1.609)
C (0.953, -4.670, -1.257)
C (0.544, -3.935, -2.577)
H (0.464, -5.662, -1.217)
H (-0.548, 2.809, 2.189)
H (-0.423, 2.667, -0.001)
H (-1.908, 3.274, 0.339)
H (-0.332, 5.895, 1.595)
H (-0.146, -3.347, -0.275)
H (0.770, 3.764, 1.447)
H (1.359, -3.401, 0.373)
H (2.044, -4.828, -1.159)
H (0.900, -2.891, -2.597)
H (-0.558, -3.931, -2.590)
H (-0.662, 5.233, 3.226)
H (-1.914, 5.132, 1.949)
H (0.906, -4.447, -3.484)

=====

4.
Computed, not measured: a cluster of 2 separate species, C4H14N2 in total in a non-equilibrium geometry, with ωB97M-V with the def2-TZVPD basis set.

**Molar mass**: 90.170 g/mol
**Spin multiplicity**: 1
**Total charge**: 0
**ΔE to the lowest compared entry with this formula, charge and spin**: 20.3 kcal/mol
**Frontier orbital gap**: 9.69 eV

Atoms and positions in Å:
N (-1.734, 0.912, -0.726)
N (0.324, -1.142, 1.281)
C (-0.070, -0.081, -2.257)
C (1.616, -0.602, 0.863)
C (-0.329, -0.214, 2.212)
C (-0.619, 1.190, -1.654)
H (0.144, -0.270, 3.214)
H (2.091, -1.336, 0.215)
H (-0.201, 0.790, 1.877)
H (1.490, 0.245, 0.183)
H (-0.286, -0.307, -3.286)
H (-1.350, -0.525, 2.444)
H (0.128, 1.705, -1.053)
H (-0.433, -0.983, -1.758)
H (-0.945, 1.906, -2.411)
H (0.475, -2.033, 1.733)
H (1.009, -0.208, -2.119)
H (-1.944, -0.071, -0.654)
H (2.233, -0.286, 1.712)
H (-1.598, 1.311, 0.185)

=====

5.
Computed, not measured: the ion C4H14N2 with charge +2 in a non-equilibrium geometry, with ωB97M-V with the def2-TZVPD basis set.

**Molar mass**: 90.170 g/mol
**Spin multiplicity**: 1
**Total charge**: +2
**ΔE to the lowest compared entry with this formula, charge and spin**: 56.7 kcal/mol
**Frontier orbital gap**: 13.53 eV

Atoms and positions in Å:
N (1.147, -0.880, -1.887)
N (-1.326, 0.779, 1.858)
C (0.187, -0.264, -0.738)
C (-0.447, 0.777, -1.648)
C (-0.210, -0.334, 1.853)
C (0.823, -0.086, 0.696)
H (-1.394, 1.077, 2.817)
H (-0.975, 0.223, -2.459)
H (-1.367, 1.103, -1.176)
H (-0.622, -1.018, -0.481)
H (1.691, -0.818, 0.906)
H (0.300, -0.371, 2.939)
H (-2.209, 0.344, 1.413)
H (0.058, 1.683, -2.116)
H (1.364, -1.925, -1.625)
H (1.410, 0.773, 0.854)
H (2.109, -0.360, -1.908)
H (-1.231, 1.500, 1.097)
H (-0.711, -1.355, 1.705)
H (0.712, -0.707, -2.743)

=====

6.
Computed, not measured: a cluster of 2 separate species, C4H14N2O in total in a non-equilibrium geometry, with ωB97M-V with the def2-TZVPD basis set.

**Molar mass**: 106.169 g/mol
**Spin multiplicity**: 1
**Total charge**: 0
**ΔE to the lowest compared entry with this formula, charge and spin**: 33.9 kcal/mol
**Frontier orbital gap**: 9.69 eV

Atoms and positions in Å:
O (-2.206, -2.887, 0.194)
N (-2.476, 1.054, -0.721)
N (-0.435, -0.091, -0.217)
C (1.825, 0.801, 0.323)
C (2.126, 0.280, 1.751)
C (0.972, -0.177, -0.489)
C (-1.256, 0.511, -1.239)
H (1.309, 0.296, 2.460)
H (-2.956, 1.617, -1.409)
H (-0.594, 0.353, 0.677)
H (2.530, -0.717, 1.545)
H (-1.863, -2.719, 1.076)
H (1.494, 1.846, 0.352)
H (-1.441, -0.172, -2.080)
H (-1.608, -2.351, -0.320)
H (1.442, -1.149, -0.281)
H (1.129, -0.025, -1.567)
H (-0.663, 1.310, -1.732)
H (-3.117, 0.453, -0.236)
H (3.008, 0.809, 2.118)
H (2.778, 0.957, -0.205)

=====

7.
Computed, not measured: a cluster of 2 separate species, C4H14N2O in total in a non-equilibrium geometry, with ωB97M-V with the def2-TZVPD basis set.

**Molar mass**: 106.169 g/mol
**Spin multiplicity**: 1
**Total charge**: 0
**ΔE to the lowest compared entry with this formula, charge and spin**: 44.6 kcal/mol
**Frontier orbital gap**: 9.60 eV

Atoms and positions in Å:
O (4.280, -3.425, -4.493)
N (-1.258, 3.062, 0.225)
N (-0.615, 0.696, 0.119)
C (-0.194, 2.077, 0.388)
C (-0.994, -1.611, 0.776)
C (-1.285, -0.155, 1.103)
C (-0.939, 0.181, 2.613)
H (0.286, 2.116, 1.368)
H (-1.249, -1.795, -0.265)
H (5.165, -3.170, -4.167)
H (0.150, 0.098, -0.185)
H (-2.358, 0.057, 1.226)
H (0.016, -1.750, 1.183)
H (-1.502, -2.371, 1.373)
H (-1.093, -0.756, 3.157)
H (-1.653, 0.864, 3.053)
H (0.112, 0.468, 2.663)
H (-2.149, 2.573, 0.239)
H (4.220, -4.301, -4.113)
H (0.551, 2.231, -0.385)
H (-1.200, 3.346, -0.751)

=====

8.
Computed, not measured: a cluster of 2 separate species, C4H14N2O in total in a non-equilibrium geometry, with ωB97M-V with the def2-TZVPD basis set.

**Molar mass**: 106.169 g/mol
**Spin multiplicity**: 1
**Total charge**: 0
**ΔE to the lowest compared entry with this formula, charge and spin**: 30.5 kcal/mol
**Frontier orbital gap**: 9.96 eV

Atoms and positions in Å:
O (1.388, -3.706, -0.669)
N (-1.002, 0.876, -1.613)
N (1.662, 1.397, 1.293)
C (1.345, 0.189, 0.439)
C (-0.162, -0.107, 0.496)
C (-1.035, 0.939, -0.139)
C (-2.534, 0.926, 0.227)
H (-0.550, 1.877, 0.178)
H (-2.909, 0.001, -0.202)
H (-0.314, -1.076, -0.010)
H (1.654, -3.046, -0.007)
H (2.535, 1.224, 1.772)
H (-1.310, 1.758, -2.004)
H (1.696, 2.195, 0.700)
H (-0.114, 0.627, -2.017)
H (1.608, 0.534, -0.562)
H (-0.398, -0.265, 1.547)
H (-2.999, 1.851, -0.097)
H (1.880, -0.666, 0.834)
H (0.448, -3.812, -0.711)
H (-2.705, 0.839, 1.305)

=====

9.
Computed, not measured: a cluster of 2 separate species, C4H14N2O in total in a non-equilibrium geometry, with ωB97M-V with the def2-TZVPD basis set.

**Molar mass**: 106.169 g/mol
**Spin multiplicity**: 1
**Total charge**: 0
**ΔE to the lowest compared entry with this formula, charge and spin**: 37.0 kcal/mol
**Frontier orbital gap**: 9.42 eV

Atoms and positions in Å:
O (-0.301, -2.307, 4.327)
N (-1.026, -1.860, 0.510)
N (0.165, 0.150, 0.220)
C (-0.366, 1.913, -1.385)
C (0.763, 1.238, -0.570)
C (-0.919, -0.710, -0.382)
C (1.813, 0.717, -1.576)
H (-0.725, 1.203, -2.124)
H (2.266, 1.527, -2.142)
H (-1.217, 2.118, -0.733)
H (-0.519, -0.945, -1.364)
H (1.220, 1.880, 0.180)
H (-0.121, 2.864, -1.851)
H (-1.814, -0.095, -0.351)
H (-0.487, -1.435, 4.702)
H (-1.937, -2.292, 0.337)
H (-0.181, -2.092, 3.399)
H (1.292, -0.016, -2.193)
H (2.624, 0.155, -1.102)
H (-1.279, -1.467, 1.421)
H (0.751, -0.544, 0.677)

=====

10.
Computed, not measured: a cluster of 2 separate species, C4H14N2O in total in a non-equilibrium geometry, with ωB97M-V with the def2-TZVPD basis set.

**Molar mass**: 106.169 g/mol
**Spin multiplicity**: 1
**Total charge**: 0
**ΔE to the lowest compared entry with this formula, charge and spin**: 67.4 kcal/mol
**Frontier orbital gap**: 9.25 eV

Atoms and positions in Å:
O (-0.365, 2.805, -1.692)
N (0.320, 1.828, 1.086)
N (0.882, -1.580, -0.141)
C (-0.385, -2.109, -0.597)
C (-1.652, -1.418, -0.004)
C (1.151, 0.623, 1.062)
C (1.165, -0.127, -0.292)
H (-0.977, 3.392, -1.147)
H (0.860, -0.267, 1.783)
H (-0.591, -3.165, -0.781)
H (0.271, 0.095, -1.065)
H (-0.628, -1.721, -1.670)
H (0.052, 2.179, -1.086)
H (2.239, -0.009, -0.750)
H (-1.741, -0.406, -0.483)
H (0.811, 2.663, 1.421)
H (-0.547, 1.737, 1.691)
H (-2.484, -1.938, -0.378)
H (1.130, -1.914, 0.748)
H (2.239, 0.821, 1.235)
H (-1.751, -1.488, 1.060)

=====

11.
Computed, not measured: a cluster of 2 separate species, C4H14N2O in total, with ωB97M-V with the def2-TZVPD basis set.

**Molar mass**: 106.169 g/mol
**Spin multiplicity**: 1
**Total charge**: 0
**ΔE to the lowest compared entry with this formula, charge and spin**: 27.0 kcal/mol
**Frontier orbital gap**: 9.88 eV

Atoms and positions in Å:
O (-0.775, 2.084, 2.356)
N (0.470, -0.308, 0.662)
N (-1.196, -1.882, 1.169)
C (1.235, -0.157, -1.760)
C (0.173, 0.489, -2.663)
C (-0.847, -0.797, 0.268)
C (1.306, 0.376, -0.339)
H (2.176, 0.027, -2.275)
H (-0.100, 1.571, 1.886)
H (-1.533, 0.050, 0.358)
H (-1.401, -1.509, 2.092)
H (-2.052, -2.322, 0.843)
H (-1.176, 1.431, 2.943)
H (-0.845, -1.146, -0.761)
H (0.949, -1.074, 1.118)
H (0.381, 0.295, -3.708)
H (0.172, 1.560, -2.492)
H (-0.863, 0.223, -2.420)
H (1.210, -1.243, -1.792)
H (2.323, 0.344, 0.051)
H (1.009, 1.429, -0.333)

=====

12.
Computed, not measured: a cluster of 2 separate species, C4H14N2O in total in a non-equilibrium geometry, with ωB97M-V with the def2-TZVPD basis set.

**Molar mass**: 106.169 g/mol
**Spin multiplicity**: 1
**Total charge**: 0
**ΔE to the lowest compared entry with this formula, charge and spin**: 37.9 kcal/mol
**Frontier orbital gap**: 9.82 eV

Atoms and positions in Å:
O (-2.410, 0.210, 1.367)
N (0.721, 0.392, -0.160)
N (-0.638, -2.425, 0.559)
C (0.337, -2.011, -0.460)
C (0.089, -0.598, -1.021)
C (1.373, 2.748, 0.260)
C (1.031, 1.717, -0.804)
H (-1.417, -2.988, 0.234)
H (0.125, 0.570, 0.651)
H (0.181, -2.704, -1.286)
H (2.157, 2.387, 0.918)
H (0.452, 2.867, 0.855)
H (1.961, 1.470, -1.353)
H (0.149, 1.989, -1.450)
H (1.352, -2.180, -0.127)
H (-1.990, -0.596, 1.031)
H (-2.091, 0.933, 0.820)
H (-1.007, -0.504, -1.100)
H (0.272, -0.631, -2.168)
H (-0.276, -2.855, 1.404)
H (1.769, 3.686, -0.135)